1.
ORCA calculation (wB97M-V/def2-TZVPD) on C10H15ClNO2PS2 in the gas phase at a distorted geometry.

Geometry as XYZ:
```
32
Properties=species:S:1:pos:R:3:forces:R:3
C 4.023 0.296 1.701 0.37 -0.30 -2.43
C 3.109 1.118 0.805 -0.84 0.98 -0.22
N 1.735 1.074 1.303 -2.30 0.34 -0.35
P 0.382 1.882 0.597 -0.15 1.02 1.80
S -1.213 1.772 1.676 0.01 -0.88 -0.03
O 0.664 3.553 0.519 0.57 -3.13 -1.80
C -0.461 4.283 -0.064 -1.49 -0.84 0.35
O 0.175 1.252 -0.934 0.89 2.05 0.87
C -0.614 0.156 -1.033 0.77 -1.70 1.02
C -0.098 -1.073 -0.540 0.36 -1.95 -1.53
C -0.756 -2.291 -0.886 -0.98 1.39 0.33
C -2.075 -2.224 -1.478 3.57 -1.40 1.75
S -2.890 -3.750 -1.648 -0.48 -0.94 1.23
C -2.694 -4.481 0.123 0.41 -0.96 -0.41
C -2.477 -1.008 -1.861 -3.90 0.69 -1.27
C -1.835 0.157 -1.653 1.68 1.81 -0.48
Cl -2.410 1.599 -2.465 0.08 -0.25 0.49
H 4.213 0.829 2.578 0.55 0.85 1.36
H 4.938 0.134 1.097 -0.19 -0.03 0.77
H 3.625 -0.658 1.992 -0.35 -0.61 -0.15
H 3.126 0.899 -0.300 0.34 -0.10 1.06
H 3.354 2.184 0.969 0.47 -0.44 -0.62
H 1.411 0.235 1.839 0.40 1.23 -0.76
H -1.066 4.563 0.829 0.49 0.56 -0.91
H -1.202 3.680 -0.688 1.34 0.24 0.71
H -0.080 5.065 -0.722 0.09 0.13 0.58
H 0.968 -1.158 -0.195 -1.32 0.44 -0.15
H -0.395 -3.314 -0.689 0.28 0.93 0.13
H -3.714 -4.810 0.411 0.73 0.18 -0.14
H -1.978 -5.388 0.156 -1.21 1.45 -0.42
H -2.307 -3.767 0.875 -0.37 -0.02 -0.74
H -3.457 -0.809 -2.314 0.20 -0.77 -0.01
```
Forces are in eV/Å.

Properties
SMILES: CCN[P@@](=S)(OC)Oc1ccc(SC)cc1Cl
Energy in Eh: -2193.21041
Charge: 0

natural (NBO) atomic charge list, values in e, 4 entries: -0.61, -0.22, -0.98, 1.95

***

2.
ORCA calculation (wB97M-V/def2-TZVPD) on 3 unconnected molecules or ions with the total composition C5H17NO2 at a distorted geometry.

Geometry as XYZ:
```
25
Properties=species:S:1:pos:R:3:forces:R:3
C -1.708 -0.777 1.854 0.81 1.16 -0.21
C -0.868 -0.131 0.741 0.50 -0.01 0.15
C -0.384 1.313 0.980 0.35 -0.55 -0.67
C 0.533 1.380 2.204 -0.73 -0.01 1.05
N 0.245 1.727 -0.278 -0.29 0.68 0.13
C 0.459 3.174 -0.421 0.46 -0.61 -0.87
H -1.128 -0.837 2.771 0.17 -0.42 0.08
H -2.014 -1.757 1.510 -0.42 -0.08 0.33
H -2.516 -0.090 2.126 -0.39 -0.46 -0.33
H 0.085 -0.667 0.601 -0.32 -0.34 0.04
H -1.385 -0.201 -0.220 -0.05 0.25 0.15
H -1.236 1.968 1.119 -0.27 0.20 0.04
H 1.454 1.939 2.119 0.13 0.32 -0.46
H -0.001 1.797 3.068 0.07 0.11 -0.14
H 0.797 0.389 2.545 0.28 -0.46 -0.10
H 1.120 1.236 -0.424 -0.09 -0.03 0.09
H -0.353 3.748 0.004 -0.18 -0.03 0.31
H 0.451 3.392 -1.498 0.13 0.13 0.21
H 1.421 3.518 -0.023 -0.15 0.14 0.19
O -0.820 -5.151 -2.833 -0.54 -0.10 -0.28
H -0.574 -4.459 -3.458 0.28 -0.16 0.38
H -0.140 -5.232 -2.164 0.29 0.27 -0.10
O 2.113 -2.501 -3.372 -0.14 0.96 -0.20
H 1.509 -1.774 -3.603 -0.11 -0.54 0.11
H 2.942 -2.006 -3.351 0.20 -0.42 0.10
```
Forces are in eV/Å.

Properties
SMILES: CC[C@@H](C)NC.O.O
Energy in Eh: -405.90538
Charge: 0

natural (NBO) atomic charge list, values in e, 4 entries: -0.61, -0.38, -0.05, -0.65

***

3.
ORCA calculation (wB97M-V/def2-TZVPD) on 11 unconnected molecules or ions with the total composition C72H164N10O11 at a distorted geometry.

Geometry as XYZ:
```
257
Properties=species:S:1:pos:R:3:forces:R:3
C 1.801 -3.267 -1.095 0.91 1.68 -0.61
C 1.640 -3.640 -2.591 -0.15 -3.55 0.83
C 2.993 -4.004 -3.242 0.32 1.06 -1.37
C 0.905 -5.060 -2.445 -0.62 0.14 -0.75
C 0.187 -5.647 -3.670 0.93 1.07 -0.39
C -0.687 -4.540 -4.255 0.71 -0.72 -0.25
C 0.049 -3.191 -4.518 0.12 -0.87 -0.86
C 0.956 -3.289 -5.784 -0.76 0.08 0.38
C -1.092 -2.238 -4.833 -0.14 1.21 0.87
N 0.817 -2.737 -3.366 -1.31 -2.17 1.25
O 1.387 -1.498 -3.526 0.25 0.90 -0.08
H 0.900 -2.955 -0.567 -0.34 -0.54 -0.32
H 2.373 -4.011 -0.541 -0.31 -0.31 -0.11
H 2.418 -2.372 -1.021 0.30 0.25 -0.10
H 3.788 -4.561 -2.747 -0.46 0.08 0.88
H 2.824 -4.579 -4.153 -0.26 -0.13 0.02
H 3.453 -3.091 -3.619 0.18 0.18 0.12
H 1.625 -5.819 -2.141 0.15 0.36 0.60
H 0.124 -4.904 -1.701 0.06 -0.26 0.35
H 0.879 -5.966 -4.450 0.57 0.32 -0.08
H -0.288 -6.610 -3.487 -0.63 0.32 0.55
H -1.569 -4.389 -3.633 -0.05 0.14 -0.04
H -0.964 -4.904 -5.244 -0.62 0.27 -0.07
H 0.313 -3.389 -6.658 0.07 -0.07 -0.13
H 1.629 -4.146 -5.745 0.06 0.21 -0.03
H 1.488 -2.342 -5.868 0.26 -0.17 -0.07
H -1.691 -2.550 -5.688 0.28 0.09 -0.10
H -0.752 -1.204 -4.904 0.29 0.02 -0.79
H -1.772 -2.125 -3.989 -0.18 -0.56 0.29
H 0.800 -1.033 -2.924 0.34 1.14 0.22
C -5.761 -2.161 0.408 0.30 0.56 -0.83
C -5.590 -3.322 -0.627 1.23 0.70 -0.06
C -4.441 -2.973 -1.685 -0.95 0.69 0.46
C -5.061 -4.521 0.177 0.18 -1.33 0.30
C -6.091 -5.397 0.865 -1.00 0.92 0.23
C -7.233 -5.698 -0.094 -0.24 -0.74 -0.44
C -7.894 -4.470 -0.801 2.05 -1.12 0.72
C -8.713 -5.042 -1.971 0.20 0.02 -1.00
C -8.674 -3.734 0.252 -0.65 0.80 0.00
N -6.824 -3.616 -1.359 -0.02 -2.89 -0.78
O -7.444 -2.597 -2.129 1.43 0.28 1.12
H -6.120 -1.268 -0.104 -0.33 0.19 -0.06
H -6.433 -2.358 1.243 -0.01 -0.32 -0.15
H -4.810 -1.809 0.806 0.20 -0.32 0.00
H -3.447 -2.851 -1.253 -0.11 -0.02 0.51
H -4.325 -3.681 -2.506 -0.48 -0.36 0.25
H -4.685 -2.016 -2.145 -0.01 0.13 -0.09
H -4.422 -5.197 -0.390 -0.04 0.22 -0.65
H -4.425 -4.205 1.004 0.27 0.66 -0.29
H -5.636 -6.271 1.331 0.03 -0.25 -0.44
H -6.435 -4.830 1.730 -0.47 0.09 0.12
H -8.059 -6.261 0.340 -0.12 0.19 0.62
H -6.892 -6.443 -0.813 0.38 0.30 -0.54
H -8.028 -5.419 -2.730 0.52 -0.25 0.30
H -9.264 -4.357 -2.616 -0.35 0.52 0.76
H -9.353 -5.893 -1.739 -0.11 0.18 0.52
H -8.265 -3.575 1.250 0.61 -0.81 -0.04
H -9.620 -4.258 0.385 -0.41 0.68 -0.07
H -8.683 -2.703 -0.103 -1.32 0.11 -0.07
H -7.378 -1.918 -1.453 -0.74 1.34 -0.36
C 9.282 -2.716 0.399 0.83 0.74 0.03
C 7.850 -2.672 -0.201 0.26 -0.95 0.17
C 7.778 -3.834 -1.256 0.76 0.02 -0.09
C 6.908 -2.960 0.980 0.23 -0.09 0.64
C 5.452 -2.746 0.733 -0.99 -0.01 -1.87
C 5.226 -1.332 0.206 0.15 0.22 1.37
C 6.109 -0.894 -0.972 -0.29 0.39 -0.04
C 5.446 -1.464 -2.254 1.17 -0.48 0.01
C 5.987 0.652 -0.996 1.42 -0.25 -0.30
N 7.531 -1.313 -0.691 -1.98 -0.74 1.92
O 8.485 -0.799 -1.521 0.53 0.50 -1.31
H 9.439 -2.113 1.293 -0.63 0.52 0.03
H 9.678 -3.665 0.760 -0.71 -0.58 -0.44
H 10.048 -2.350 -0.285 -0.20 -0.04 -0.37
H 8.157 -4.790 -0.896 -0.63 -0.15 1.06
H 6.808 -4.001 -1.725 0.13 0.16 0.03
H 8.570 -3.768 -2.002 -0.31 1.04 -0.61
H 7.088 -3.974 1.340 0.10 -0.14 -0.10
H 7.177 -2.303 1.807 0.31 0.16 0.05
H 5.114 -3.407 -0.065 -0.05 -0.47 -0.09
H 4.802 -2.977 1.577 0.22 0.17 0.14
H 5.392 -0.686 1.068 0.52 0.40 0.07
H 4.182 -1.096 -0.003 -0.14 -0.44 -0.43
H 4.452 -1.062 -2.448 -0.05 -0.08 0.28
H 5.429 -2.548 -2.137 -0.53 0.02 -0.10
H 6.036 -1.311 -3.158 0.21 0.33 0.04
H 4.958 0.965 -1.172 0.16 -0.04 0.07
H 6.656 1.090 -1.736 -0.37 -0.15 -0.73
H 6.417 1.124 -0.112 -0.51 -0.28 0.64
H 8.800 -0.042 -1.021 0.34 0.14 -0.15
C 5.524 7.953 -0.747 -0.67 0.43 0.54
C 5.269 6.751 0.214 0.08 0.28 0.53
C 6.426 6.684 1.235 0.92 -0.43 -0.13
C 4.047 6.907 1.132 -1.25 0.01 -0.59
C 2.682 6.742 0.414 0.98 0.59 0.27
C 2.600 5.415 -0.305 0.79 0.00 0.25
C 3.863 5.067 -1.177 -0.15 0.78 0.03
C 3.825 3.516 -1.367 1.06 0.54 0.39
C 3.685 5.849 -2.521 0.32 -0.97 0.23
N 5.131 5.475 -0.464 -2.90 -0.64 1.52
O 6.287 5.061 -1.073 0.89 -0.11 -0.97
H 6.112 7.689 -1.626 0.15 -0.10 0.26
H 4.615 8.445 -1.092 -0.41 -0.51 -0.23
H 5.966 8.789 -0.204 0.61 -0.19 0.06
H 7.410 6.553 0.784 0.09 0.42 -0.37
H 6.471 7.570 1.868 -0.10 0.17 -0.25
H 6.394 5.844 1.928 -0.67 -0.24 -0.04
H 4.019 6.144 1.909 0.56 -0.30 -0.06
H 4.123 7.840 1.691 -0.11 0.29 -0.27
H 1.908 6.794 1.180 -0.21 0.14 -0.12
H 2.521 7.543 -0.308 -0.05 0.24 0.06
H 1.704 5.458 -0.924 0.08 -0.37 -0.36
H 2.433 4.636 0.439 0.16 -0.23 0.03
H 4.516 3.187 -2.143 -0.29 0.03 -0.29
H 2.831 3.081 -1.472 -0.13 0.44 -0.54
H 4.206 3.038 -0.465 0.11 0.25 0.29
H 3.388 6.891 -2.397 -0.31 -0.16 0.22
H 2.944 5.261 -3.062 -0.21 0.42 -0.36
H 4.592 5.888 -3.124 0.16 -0.31 0.09
H 6.784 4.764 -0.307 0.40 -0.43 -0.22
C -2.329 -5.125 4.401 0.42 0.92 -0.59
C -0.873 -4.546 4.269 0.99 0.04 -0.37
C -0.035 -5.100 5.414 -0.64 -0.65 0.55
C -0.174 -5.096 2.952 -0.56 0.17 1.22
C -0.581 -4.401 1.689 0.32 1.29 0.86
C -0.306 -2.851 1.883 -0.36 -1.64 0.03
C -1.000 -2.244 3.159 -0.63 1.63 -1.41
C -0.413 -0.755 3.405 -0.84 -1.78 -1.04
C -2.516 -2.080 2.750 0.63 -0.24 0.11
N -0.756 -3.051 4.326 1.86 -1.94 -0.88
O -1.265 -2.572 5.514 -0.53 0.55 0.14
H -2.738 -5.135 5.411 0.34 -0.02 0.15
H -3.006 -4.507 3.812 -0.13 -0.13 -0.14
H -2.359 -6.134 3.990 0.01 0.00 0.12
H 1.044 -4.944 5.387 -0.09 0.15 -0.51
H -0.372 -4.752 6.390 -0.18 0.09 -0.05
H -0.258 -6.167 5.377 0.40 -0.29 0.27
H 0.912 -5.028 3.018 0.10 0.33 0.43
H -0.364 -6.169 2.922 -0.22 -0.10 -0.04
H 0.093 -4.796 0.929 -0.48 0.20 -0.53
H -1.638 -4.559 1.475 0.04 -0.14 -0.35
H -0.687 -2.435 0.950 -0.14 0.70 0.29
H 0.777 -2.733 1.849 0.10 0.25 0.44
H -0.837 -0.301 4.301 0.38 -0.13 0.07
H -0.730 -0.170 2.542 -0.10 0.15 0.04
H 0.674 -0.800 3.339 0.01 0.09 0.60
H -2.521 -1.389 1.908 -0.36 0.33 0.24
H -3.149 -1.752 3.575 0.02 0.45 -0.02
H -2.998 -2.980 2.369 0.32 -0.27 0.03
H -2.217 -2.611 5.391 -0.67 0.12 0.37
C 3.598 -0.109 3.849 -0.36 0.55 -0.11
C 4.177 -1.077 4.896 0.58 1.58 -0.50
C 5.287 -1.878 4.144 -0.70 -0.80 0.68
C 4.821 -0.159 5.990 0.10 -1.65 0.13
C 5.209 -0.956 7.237 -0.65 0.68 0.54
C 3.956 -1.583 7.873 0.31 -0.21 -1.15
C 3.115 -2.451 6.814 0.97 0.68 1.13
C 3.859 -3.774 6.699 -0.12 -0.01 -0.04
C 1.693 -2.545 7.375 0.25 -0.19 -0.64
N 3.052 -1.763 5.497 -0.14 0.92 1.23
O 2.317 -2.467 4.520 0.78 -0.72 0.02
H 2.790 0.503 4.249 -0.43 -0.44 0.24
H 3.253 -0.631 2.957 -0.04 0.00 -0.02
H 4.292 0.677 3.552 0.63 -0.36 -0.15
H 6.065 -2.224 4.824 0.36 0.39 -0.07
H 5.656 -1.300 3.296 0.32 0.05 0.32
H 4.907 -2.813 3.733 -0.40 0.07 -0.09
H 5.734 0.304 5.616 -0.24 0.25 -0.37
H 4.087 0.576 6.321 0.03 0.23 -0.27
H 5.602 -0.227 7.945 0.15 0.02 0.22
H 6.024 -1.668 7.109 -0.15 -0.19 -0.38
H 3.349 -0.818 8.357 -0.21 0.25 -0.45
H 4.305 -2.179 8.717 -0.30 -0.59 -0.14
H 3.353 -4.429 5.990 0.27 -0.07 -0.13
H 4.868 -3.512 6.381 0.02 -0.40 -0.33
H 3.975 -4.292 7.651 -0.27 0.01 0.10
H 1.352 -1.556 7.681 -0.02 -0.04 0.04
H 1.020 -2.899 6.594 -0.15 -0.15 0.30
H 1.665 -3.234 8.218 -0.07 0.02 0.03
H 1.397 -2.356 4.771 -0.54 0.06 -0.14
C -6.581 4.093 -2.319 0.83 1.23 0.17
O -5.909 3.049 -1.632 -1.09 -0.17 0.74
C -6.684 1.845 -1.494 -0.34 -0.60 -0.89
C -7.798 1.757 -0.377 -0.05 0.80 0.24
C -7.252 1.707 1.062 0.36 0.37 -0.95
N -8.713 0.618 -0.516 1.25 -0.39 -0.95
H -5.983 4.997 -2.202 0.44 -0.08 0.23
H -7.536 4.429 -1.913 -0.35 -0.75 0.01
H -6.598 3.987 -3.404 -0.42 -0.70 -0.06
H -7.063 1.724 -2.508 -1.04 -0.30 0.03
H -5.995 1.001 -1.461 0.23 0.09 0.73
H -8.395 2.659 -0.514 0.11 0.52 0.18
H -6.678 2.604 1.295 0.16 0.01 -0.06
H -6.601 0.835 1.115 -0.03 -0.06 0.39
H -8.060 1.667 1.793 -0.02 -0.23 -0.07
H -9.319 0.497 0.283 -0.04 0.20 -0.17
H -9.220 0.681 -1.387 -0.32 -0.16 0.16
C -1.646 7.105 0.262 0.25 -0.33 -0.39
O -2.469 5.953 0.181 -0.10 0.24 0.43
C -2.178 4.963 1.180 -1.28 -0.25 -0.29
C -3.426 3.994 1.238 0.68 0.54 -0.10
C -3.233 2.847 2.172 0.33 0.21 1.12
N -3.613 3.492 -0.106 0.86 0.45 -0.25
H -1.962 7.857 -0.461 -0.45 -0.13 0.07
H -0.638 6.839 -0.058 0.40 0.01 0.38
H -1.656 7.545 1.259 0.09 -0.04 0.10
H -1.302 4.385 0.889 0.15 -0.25 -0.25
H -1.907 5.453 2.115 -0.42 0.00 0.29
H -4.353 4.472 1.554 0.19 0.86 0.26
H -2.275 2.346 2.035 -0.18 -0.38 -0.33
H -4.105 2.198 2.091 0.30 -0.38 -0.04
H -3.209 3.227 3.193 -0.09 -0.05 0.26
H -3.325 4.282 -0.665 -0.20 -0.15 -0.85
H -4.582 3.324 -0.340 -0.11 -0.01 0.04
C 1.510 0.502 -0.169 -0.51 -0.05 -1.44
O 0.386 0.196 -1.055 0.57 0.28 0.84
C -0.840 0.433 -0.381 -1.69 -0.10 -0.86
C -2.063 0.407 -1.381 1.22 -0.99 -0.64
C -1.927 1.460 -2.465 0.50 -0.12 -0.53
N -3.355 0.478 -0.773 -0.20 -0.07 2.02
H 2.426 0.266 -0.712 -0.11 -0.32 -0.09
H 1.479 -0.069 0.758 -0.17 0.07 0.09
H 1.557 1.581 -0.020 -0.25 0.08 0.47
H -0.988 -0.331 0.381 -0.06 0.03 0.21
H -0.884 1.429 0.060 0.38 0.25 0.34
H -2.124 -0.589 -1.818 0.90 -0.21 -0.47
H -2.502 2.349 -2.205 0.01 -0.06 -0.04
H -2.284 1.019 -3.396 -0.21 0.31 -0.07
H -0.895 1.750 -2.662 0.14 0.02 0.08
H -4.079 0.577 -1.470 0.15 0.05 -0.14
H -3.354 1.314 -0.207 -0.52 0.40 -0.02
C -0.585 8.660 -6.034 1.44 0.71 1.77
O -1.057 8.200 -4.758 -0.61 -0.23 -0.64
C -0.811 6.814 -4.590 0.82 0.08 1.31
C -1.127 6.361 -3.140 -2.63 -1.62 -1.14
C -1.032 4.831 -2.941 1.51 0.39 -0.14
N -2.607 6.512 -2.982 0.79 0.85 -0.12
H -0.800 9.728 -6.071 -0.91 -0.26 -0.57
H -0.773 8.037 -6.909 -0.68 0.12 0.14
H 0.496 8.729 -5.912 0.52 -0.45 -0.36
H -1.394 6.255 -5.323 -0.09 -0.32 0.12
H 0.255 6.638 -4.733 0.29 -0.20 -0.36
H -0.601 6.893 -2.348 0.48 0.21 -0.37
H -1.363 4.546 -1.942 0.03 0.21 0.12
H 0.010 4.530 -3.040 0.17 -0.39 0.02
H -1.642 4.250 -3.633 0.02 0.37 -0.21
H -2.755 6.429 -1.986 -0.59 0.11 0.15
H -2.797 7.459 -3.278 -0.55 0.34 0.23
C -3.517 1.522 -5.766 -0.03 -1.60 -0.50
C -4.875 1.500 -5.067 1.24 -0.33 -0.10
O -5.808 2.208 -5.841 -0.62 0.59 0.41
H -2.940 2.447 -5.743 -0.19 -0.04 0.25
H -3.636 1.193 -6.798 -0.42 0.61 -0.35
H -2.933 0.658 -5.451 0.47 0.31 0.74
H -4.757 1.898 -4.060 -0.21 0.28 0.20
H -5.238 0.481 -4.932 0.05 -0.11 -0.27
H -5.729 3.107 -5.512 -0.30 0.29 -0.40
```
Forces are in eV/Å.

Properties
SMILES: CC1(C)CCCC(C)(C)N1O.CC1(C)CCCC(C)(C)N1O.CC1(C)CCCC(C)(C)N1O.CC1(C)CCCC(C)(C)N1O.CC1(C)CCCC(C)(C)N1O.CC1(C)CCCC(C)(C)N1O.COC[C@H](C)N.COC[C@H](C)N.COC[C@H](C)N.COC[C@H](C)N.CCO
Energy in Eh: -4216.41272
Charge: 0

Löwdin atomic charge list, values in e, 4 entries: -0.03, -0.45, -0.03, -0.13

***

The highest energy belongs to which entry? C5H17NO2